(1)
The following is a quantum chemistry calculation of a 2-piece molecular cluster, C2H3NOS overall, from the Open Molecules 2025 dataset.

Positions of all 8 atoms, in Å:
C  -0.280  -0.963  -0.086
C  1.945  -0.117  -0.001
N  0.945  -0.994  0.048
O  4.178  0.848  -0.313
S  3.583  -0.350  0.170
H  -0.997  -1.818  0.029
H  -0.839  -0.054  -0.389
H  1.074  1.460  -0.739

Atoms 1-3, force components in eV/Å:
C -2.71 0.46 -0.63
C -2.15 1.59 -1.54
N 2.36 -1.56 1.31

Properties
* strongest force on any atom: 3.68 eV Å⁻¹
* orbital gap (alpha / beta): 8.061 / 8.062 eV
* lowest unoccupied orbital energy (alpha / beta): -1.21 / -1.21 eV
* HOMO energy (alpha / beta): -9.2750 / -9.2762 eV

Mulliken atomic charge list, values in e, 2 entries: -0.151, -0.071

***

(2)
The following is a quantum chemistry calculation of one molecule with the formula C2H3NOS, from the Open Molecules 2025 dataset.

Positions of all 8 atoms, in Å:
C  0.418  -0.384  -0.074
C  -1.813  0.396  0.047
H  -0.002  -1.356  -0.131
H  -0.133  1.605  -0.162
H  -2.476  1.328  0.325
N  -0.469  0.672  -0.105
O  -2.312  -0.688  0.018
S  2.048  -0.053  0.045

Atoms 1-3, force components in eV/Å:
C 2.68 2.43 -0.01
C -1.78 2.22 0.89
H -0.47 -0.66 0.07

Properties
* strongest force on any atom: 3.62 eV Å⁻¹
* orbital gap: 8.617 eV
* SMILES: O=CNC=S
* lowest unoccupied orbital energy: -0.49 eV
* HOMO energy: -9.1092 eV

Mulliken atomic charge list, values in e, 2 entries: -0.157, 0.144

***

(3)
The following is a quantum chemistry calculation of a 2-piece molecular cluster, C2H3NOS overall, from the Open Molecules 2025 dataset.

Positions of all 8 atoms, in Å:
C  -1.300  0.201  0.488
C  0.771  -0.499  -1.125
N  -2.357  -0.244  0.224
O  -0.352  -0.458  -1.545
S  0.209  0.881  1.095
H  0.272  1.224  2.704
H  1.163  -1.375  -0.558
H  1.594  0.270  -1.283

Atoms 1-3, force components in eV/Å:
C -2.44 -0.16 2.08
C 1.56 -0.68 -0.46
N 2.59 1.22 0.76

Properties
* strongest force on any atom: 3.83 eV Å⁻¹
* orbital gap: 9.133 eV
* SMILES: N#CS.C=O
* lowest unoccupied orbital energy: -1.07 eV
* HOMO energy: -10.1998 eV

Mulliken atomic charge list, values in e, 2 entries: 0.423, -0.298

***

(4)
The following is a quantum chemistry calculation of C2H3NOS as an isolated structure, from the Open Molecules 2025 dataset.

Positions of all 8 atoms, in Å:
C  -0.768  0.197  0.033
C  0.324  -1.013  -0.015
N  0.147  1.208  -0.129
O  -1.961  0.223  0.189
S  1.567  0.270  0.142
H  0.190  -1.718  0.806
H  0.558  -1.291  -1.047
H  -0.057  2.124  0.020

Atoms 1-3, force components in eV/Å:
C 0.28 -1.07 -0.38
C -1.12 1.73 -0.27
N -0.44 -3.28 -0.51

Properties
* strongest force on any atom: 3.35 eV Å⁻¹
* orbital gap: 9.190 eV
* lowest unoccupied orbital energy: 0.55 eV
* HOMO energy: -8.6436 eV

Mulliken atomic charge list, values in e, 2 entries: 0.318, -0.412

***

(5)
The following is a quantum chemistry calculation of one molecule with the formula C2H3NOS, from the Open Molecules 2025 dataset.

Positions of all 8 atoms, in Å:
C  -1.734  -0.123  -0.107
C  0.789  -0.284  -0.011
N  -0.558  0.042  -0.227
O  1.787  0.745  -0.112
S  -3.318  -0.112  0.057
H  1.017  -1.027  -0.733
H  1.167  1.460  0.172
H  0.849  -0.703  0.961

Atoms 1-3, force components in eV/Å:
C 0.56 0.76 0.13
C 1.24 -0.89 -0.26
N -1.71 0.80 -0.21

Properties
* strongest force on any atom: 3.16 eV Å⁻¹
* orbital gap: 9.783 eV
* SMILES: OCN=C=S
* lowest unoccupied orbital energy: 0.33 eV
* HOMO energy: -9.4504 eV

Mulliken atomic charge list, values in e, 2 entries: 0.298, -0.222

***

(6)
The following is a quantum chemistry calculation of a 2-piece molecular cluster, C2H3NOS2 overall, from the Open Molecules 2025 dataset.

Positions of all 9 atoms, in Å:
C  0.081  -0.362  1.743
C  0.172  0.105  -0.632
N  -1.119  -0.498  1.869
O  1.214  -0.098  1.848
S  -0.628  0.516  -2.090
S  1.821  -0.058  -0.564
H  -2.093  0.537  -1.731
H  -1.827  -0.782  1.299
H  2.380  0.641  -1.742

Atoms 1-3, force components in eV/Å:
C -1.74 0.39 0.29
C -0.41 -0.15 -1.79
N 2.77 0.61 2.53

Properties
* strongest force on any atom: 3.80 eV Å⁻¹
* orbital gap: 8.594 eV
* lowest unoccupied orbital energy: -0.30 eV
* HOMO energy: -8.8920 eV

Mulliken atomic charge list, values in e, 2 entries: 0.769, -0.130

***

(7)
The following is a quantum chemistry calculation of one molecule with the formula C2H3NOS2, from the Open Molecules 2025 dataset.

Positions of all 9 atoms, in Å:
C  0.329  -0.303  -0.073
C  -0.953  0.489  -0.135
H  2.272  -0.257  0.031
H  1.676  1.304  -0.083
H  -1.753  -1.732  0.386
N  1.425  0.347  -0.122
O  0.334  -1.549  0.050
S  -2.460  -0.436  -0.077
S  -0.870  2.137  0.023

Atoms 1-3, force components in eV/Å:
C -2.57 -3.64 0.32
C -1.04 1.07 0.94
H -1.40 0.71 -0.37

Properties
* strongest force on any atom: 5.86 eV Å⁻¹
* orbital gap: 7.914 eV
* SMILES: NC(=O)C(=S)S
* lowest unoccupied orbital energy: -1.26 eV
* HOMO energy: -9.1725 eV

Mulliken atomic charge list, values in e, 2 entries: 0.524, 0.242

***

(8)
The following is a quantum chemistry calculation of one molecule with the formula C2H3NOS2, from the Open Molecules 2025 dataset.

Positions of all 9 atoms, in Å:
C  -2.307  -0.315  -0.369
C  1.208  -0.412  0.253
H  -1.938  -0.497  -1.421
H  -1.677  0.597  1.350
H  0.694  -1.277  0.734
N  -1.366  0.290  0.441
O  -3.406  -0.623  0.016
S  0.112  0.896  -0.130
S  2.783  -0.365  -0.069

Atoms 1-3, force components in eV/Å:
C -0.10 -0.20 -0.54
C -0.37 -0.41 0.22
H -0.16 0.15 0.78

Properties
* strongest force on any atom: 0.81 eV Å⁻¹
* orbital gap: 8.625 eV
* SMILES: O=CNSC=S
* lowest unoccupied orbital energy: -0.64 eV
* HOMO energy: -9.2650 eV

Mulliken atomic charge list, values in e, 2 entries: 0.193, -0.135

***

(9)
The following is a quantum chemistry calculation of a 2-piece molecular cluster, C2H3NOS2 overall, from the Open Molecules 2025 dataset.

Positions of all 9 atoms, in Å:
C  0.875  -0.344  -0.945
C  -0.287  -0.113  1.396
H  -0.643  1.135  -2.050
H  -0.906  -0.967  2.164
H  -0.103  0.877  1.949
N  -0.497  -0.246  -1.316
O  0.788  -0.782  0.441
S  2.406  0.278  -1.699
S  -1.633  0.162  0.059

Atoms 1-3, force components in eV/Å:
C -0.40 2.34 2.35
C -2.32 -2.31 -1.29
H 0.81 -4.77 1.92

Properties
* strongest force on any atom: 5.93 eV Å⁻¹
* orbital gap: 7.325 eV
* lowest unoccupied orbital energy: -1.53 eV
* HOMO energy: -8.8560 eV

Mulliken atomic charge list, values in e, 2 entries: 0.266, -0.260

***

(10)
The following is a quantum chemistry calculation of a 2-piece molecular cluster, C2H3NOS2 overall, from the Open Molecules 2025 dataset.

Positions of all 9 atoms, in Å:
C  -2.106  -1.877  0.643
C  1.169  0.659  -0.242
N  -2.272  -0.932  -0.008
O  0.513  -0.370  -0.098
S  -2.475  0.243  -0.923
S  2.478  1.189  0.767
H  -1.416  -2.519  1.080
H  1.047  1.491  -1.052
H  3.062  2.115  -0.168

Atoms 1-3, force components in eV/Å:
C -0.40 0.60 -0.23
C -1.38 -0.48 -1.41
N 0.55 -2.86 1.84

Properties
* strongest force on any atom: 4.16 eV Å⁻¹
* orbital gap: 8.800 eV
* SMILES: C#[N+][S-].O=CS
* lowest unoccupied orbital energy: 0.34 eV
* HOMO energy: -8.4555 eV

Mulliken atomic charge list, values in e, 2 entries: -0.135, 0.215

***

The evaluated energy above the lowest of the compared OMol25 structures with the same formula, charge and spin for the records listed, in turn: 5.853, 0.218, 3.373, 1.060, 0.848, 3.416, 0.858, 0.862, 6.579, 3.223 eV.